1.
ORCA calculation (ωB97M-V with the def2-TZVPD basis set) on a molecular structure, C22H60N5O8Sr in a non-equilibrium geometry.

Positions of all 96 atoms, in Å:
Sr  4.677  1.951  -0.104
O  -4.000  0.103  1.893
O  3.469  0.460  1.001
O  2.527  1.778  -0.499
O  -0.041  -0.666  4.780
O  -1.461  -1.316  -2.017
O  1.912  2.017  -5.521
O  1.067  4.107  -0.019
O  3.287  -4.173  -1.317
N  -0.334  1.437  -2.747
N  2.791  1.595  4.123
N  -6.537  1.654  2.073
N  3.847  -2.447  1.850
N  -3.795  0.424  -1.225
C  2.455  0.845  0.359
C  1.369  2.129  -4.209
C  -3.021  -0.540  2.622
C  -4.044  1.497  2.237
C  1.430  1.223  4.563
C  -5.057  3.571  1.593
C  -3.843  -0.923  -1.879
C  -0.432  -2.302  -1.910
C  -5.214  2.096  1.521
C  -3.906  -0.678  -3.346
C  1.096  0.228  0.618
C  4.389  -3.132  0.684
C  3.157  -3.353  -0.202
C  1.244  -0.270  4.374
C  -2.698  -1.865  -1.555
C  -0.951  1.951  -5.089
C  0.382  2.026  3.830
C  -0.170  -2.028  4.639
C  3.161  2.606  -5.664
C  4.928  -4.510  1.074
C  4.271  -3.714  -2.220
C  0.103  1.312  -4.219
H  5.162  -5.122  0.193
H  0.569  0.101  -0.338
H  1.335  1.440  5.624
H  -1.139  2.977  -4.770
H  3.089  3.672  -5.447
H  5.172  -2.512  0.128
H  -1.142  -2.312  5.009
H  0.230  0.264  -4.577
H  -4.692  0.067  -3.529
H  -2.999  -1.573  2.287
H  -0.132  -2.270  3.574
H  3.456  1.485  4.896
H  5.287  -3.992  -1.937
H  -4.093  1.595  3.322
H  -1.928  1.482  -4.996
H  -4.142  -1.613  -3.862
H  2.366  -3.770  0.425
H  -3.138  1.999  1.901
H  3.178  0.970  3.420
H  4.157  -4.214  -3.195
H  0.464  1.169  -2.171
H  3.895  2.092  -5.044
H  5.826  -4.368  1.667
H  -6.547  2.068  3.016
H  -0.589  1.941  -6.107
H  0.536  0.876  1.294
H  -0.324  -2.525  -0.840
H  -4.813  -1.373  -1.592
H  -0.600  1.590  4.001
H  2.124  1.709  -3.516
H  -3.145  0.931  -1.818
H  -0.472  -3.251  -2.435
H  -4.123  3.875  1.123
H  1.979  -0.761  5.015
H  -2.967  -0.222  -3.683
H  4.169  -5.085  1.610
H  2.838  -2.334  -0.484
H  4.002  -2.871  2.751
H  1.121  3.187  -4.004
H  -5.138  1.766  0.484
H  -5.788  4.120  1.011
H  -3.457  0.374  -0.263
H  -2.918  -2.820  -2.062
H  4.146  -2.641  -2.416
H  0.481  1.932  2.757
H  4.103  -1.464  1.809
H  0.608  -2.681  5.036
H  0.489  -1.826  -2.272
H  1.195  -0.771  1.038
H  0.436  3.055  4.169
H  -2.680  -2.144  -0.492
H  0.484  4.775  -0.357
H  -5.041  3.861  2.644
H  -3.074  -0.652  3.709
H  1.415  -0.492  3.312
H  -1.084  0.785  -2.487
H  0.887  3.333  -0.542
H  3.479  2.512  -6.707
H  -2.042  -0.079  2.391
H  -6.529  0.643  2.233

Summary:
HOMO-LUMO gap (eV): 5.7
Energy (eV): -48445.54378
E_HOMO (eV): -10.67
Net charge: +1

=====

2.
ORCA calculation (ωB97M-V with the def2-TZVPD basis set) on a molecular structure, C36H41ClHgN11O5SSe2Te2 in a non-equilibrium geometry.

Positions of all 100 atoms, in Å:
Hg  -0.242  -0.137  0.052
Te  1.885  2.310  -4.529
Te  0.765  -1.581  -4.300
Se  -0.400  -0.209  -2.559
Se  0.497  1.975  -2.584
Cl  -6.012  -4.975  2.432
S  -3.672  2.424  -1.972
O  -2.775  3.513  -2.289
O  -5.012  2.785  -1.543
O  0.167  -1.648  2.496
O  0.857  -0.532  1.920
O  2.310  -6.276  3.947
N  2.979  3.188  2.003
N  2.970  5.171  3.159
N  1.421  -3.539  1.670
N  2.000  -3.596  0.391
N  -2.547  -0.060  0.674
N  1.070  2.576  0.755
N  -0.025  -2.563  0.247
N  2.522  0.468  -0.285
N  1.124  4.670  1.894
N  -0.713  4.019  0.687
N  -2.893  1.450  -0.996
C  3.039  1.153  0.731
C  -3.882  1.498  -3.474
C  -4.129  -1.070  -6.905
C  -3.921  -5.398  0.752
C  -2.977  0.708  -5.549
C  0.677  -6.709  2.235
C  1.980  -5.954  2.572
C  1.105  -3.005  -0.345
C  2.785  -6.673  0.203
C  -3.445  0.684  -0.009
C  -2.073  -5.585  2.807
C  4.944  -0.274  0.825
C  -4.204  -0.849  2.194
C  3.672  -7.821  2.190
C  3.174  -6.459  1.671
C  -2.593  -5.681  0.486
C  -4.320  -5.242  2.068
C  3.207  -0.554  -0.777
C  4.256  0.825  1.313
C  -2.889  1.535  -4.438
C  2.294  2.364  1.207
C  1.806  -4.409  2.734
C  0.181  -2.818  1.636
C  -4.051  -0.155  -5.712
C  4.419  -0.975  -0.246
C  2.324  4.307  2.314
C  -4.808  0.609  0.375
C  -4.977  0.659  -3.631
C  -2.910  -0.781  1.737
C  0.518  3.753  1.124
C  4.356  -5.489  1.747
C  -5.056  -0.157  -4.747
C  -0.229  -6.178  1.109
C  -5.166  -0.141  1.469
C  -3.404  -5.307  3.097
C  -1.646  -5.810  1.503
H  5.216  -5.927  1.231
H  2.757  -1.068  -1.622
H  -0.326  -6.941  0.333
H  1.024  -4.287  3.490
H  -5.907  -0.821  -4.866
H  -4.639  -5.299  -0.050
H  1.266  -2.881  -1.411
H  0.960  -7.738  1.994
H  -4.385  -2.086  -6.601
H  4.914  -1.842  -0.660
H  -1.368  -5.610  3.627
H  2.734  -4.085  3.221
H  -1.129  3.442  -0.046
H  4.111  -4.543  1.267
H  -2.100  -1.319  2.221
H  2.868  -8.556  2.295
H  0.231  -5.323  0.612
H  -2.050  2.202  -4.309
H  -6.207  -0.171  1.771
H  3.964  5.044  3.225
H  -2.171  0.707  -6.272
H  -3.722  -5.144  4.118
H  2.036  -7.460  0.091
H  -3.175  -1.105  -7.428
H  0.109  -6.775  3.163
H  -5.751  0.647  -2.875
H  2.616  6.112  3.166
H  2.418  -5.754  -0.244
H  -4.894  -0.735  -7.612
H  4.639  -5.307  2.786
H  4.383  -8.233  1.471
H  4.189  -7.727  3.147
H  -2.275  -5.800  -0.543
H  2.339  -7.234  4.020
H  4.627  1.419  2.135
H  -5.538  1.184  -0.167
H  -1.038  4.967  0.768
H  5.879  -0.579  1.280
H  3.675  -6.987  -0.350
H  -0.651  -3.364  2.114
H  -4.448  -1.436  3.065

Summary:
HOMO-LUMO gap (alpha / beta) (eV): 5.3 / 4.6
⟨S²⟩: 0.7571
Energy (eV): -237438.30117
Energy above the lowest of the compared OMol25 structures with the same formula, charge and spin (kJ/mol): 60.9
E_HOMO (alpha / beta) (eV): -1.59 / -1.59
Spin multiplicity: 2
Net charge: -2

=====

3.
ORCA calculation (ωB97M-V with the def2-TZVPD basis set) on a molecular structure, C22H26CuN4O3 in a non-equilibrium geometry.

Positions of all 56 atoms, in Å:
Cu  -0.966  1.675  1.268
O  -1.040  0.426  3.019
O  -0.075  -1.298  4.214
O  -0.119  0.300  0.458
N  -1.090  3.339  2.027
N  -3.197  3.737  1.081
N  -1.785  2.535  -0.371
N  -0.246  -1.453  1.977
C  -1.602  -0.586  -1.397
C  -3.691  3.704  -1.281
C  -0.523  -0.701  3.108
C  -0.615  -0.850  0.784
C  3.028  -4.539  -4.018
C  -2.162  2.575  -2.751
C  -0.312  4.595  3.927
C  -2.553  4.949  3.085
C  -1.575  5.211  4.051
C  -1.395  2.250  -1.642
C  3.582  -2.969  -2.170
C  -2.879  3.294  -0.208
C  -2.255  4.015  2.072
C  2.587  -3.580  -3.024
C  -1.460  -1.452  -0.261
C  3.439  -1.969  -1.217
C  -0.096  3.709  2.879
C  1.269  -3.628  -3.335
C  0.449  -2.739  2.339
C  0.424  -2.653  3.844
C  4.884  -3.759  -2.250
C  -3.343  3.314  -2.575
H  -0.150  -3.541  1.890
H  3.774  -4.040  -4.599
H  0.495  -4.184  -2.839
H  5.263  -3.499  -3.255
H  -0.425  -0.567  -1.424
H  -3.968  3.582  -3.427
H  -1.119  -2.424  -0.553
H  5.584  -3.429  -1.454
H  0.876  -2.953  -4.069
H  -0.262  -3.392  4.259
H  -1.780  -1.122  -2.440
H  0.490  4.783  4.653
H  -1.782  5.878  4.890
H  -3.534  5.427  3.082
H  1.412  -2.753  4.308
H  1.491  -2.749  1.972
H  3.346  -5.417  -3.492
H  -4.053  4.266  1.133
H  -4.549  4.330  -1.061
H  -0.455  1.708  -1.734
H  2.244  -4.857  -4.707
H  3.809  -2.163  -0.200
H  2.977  -0.952  -1.352
H  0.859  3.213  2.711
H  4.618  -4.834  -2.184
H  -1.844  2.236  -3.740

Summary:
HOMO-LUMO gap (alpha / beta) (eV): 3.6 / 4.6
⟨S²⟩: 0.8918
Energy (eV): -79953.41619
E_HOMO (alpha / beta) (eV): -12.20 / -12.23
Spin multiplicity: 2
Net charge: +2

=====

4.
ORCA calculation (ωB97M-V with the def2-TZVPD basis set) on a molecular structure, C34H25Cl5N5O3RbS.

Positions of all 74 atoms, in Å:
Rb  -0.122  -1.422  0.105
Cl  2.307  -2.293  3.782
Cl  4.229  -4.701  4.314
Cl  2.602  -3.187  -1.507
Cl  4.579  -5.573  -1.010
Cl  5.376  -6.330  1.913
S  -2.389  0.110  -1.801
O  -3.006  -0.323  -3.037
O  -2.650  -0.720  -0.642
O  -0.997  -3.776  1.008
N  1.873  0.456  -2.000
N  1.533  0.827  2.209
N  -1.102  0.994  2.338
N  -3.024  -4.771  0.736
N  -0.836  0.364  -1.881
C  -4.378  2.037  -1.982
C  -2.530  2.553  -0.526
C  1.824  2.155  -3.728
C  1.051  1.795  2.992
C  -0.275  1.200  -2.796
C  3.180  0.505  -2.010
C  3.782  -4.271  2.686
C  -4.358  4.098  -0.744
C  -3.170  1.876  3.148
C  -3.132  3.757  -0.189
C  3.236  2.180  -3.702
C  2.836  0.630  2.136
C  -2.424  0.989  2.380
C  3.935  -4.661  0.322
C  1.910  2.624  3.718
C  -0.295  2.882  -4.576
C  -1.094  2.837  3.841
C  3.275  2.422  3.632
C  1.172  1.264  -2.827
C  3.917  1.365  -2.843
C  4.297  -5.006  1.622
C  -2.476  2.823  3.886
C  -1.133  -5.610  -0.575
C  -3.165  1.695  -1.408
C  -0.422  1.890  3.061
C  3.762  1.400  2.832
C  1.072  2.967  -4.602
C  -0.960  2.022  -3.698
C  2.930  -3.204  2.416
C  -1.512  -5.007  -1.918
C  -1.664  -4.650  0.446
C  3.072  -3.587  0.129
C  2.539  -2.805  1.145
C  -4.979  3.242  -1.646
H  -2.915  0.250  1.752
H  1.585  3.632  -5.288
H  1.525  3.414  4.349
H  4.822  1.199  2.758
H  -4.831  1.349  -2.686
H  -4.830  5.037  -0.479
H  -1.571  -6.606  -0.438
H  -2.037  1.965  -3.730
H  -0.048  -5.677  -0.459
H  3.958  3.050  4.192
H  -5.926  3.521  -2.092
H  3.149  -0.196  1.502
H  -3.562  -5.200  0.002
H  -3.013  3.545  4.489
H  3.759  2.849  -4.378
H  3.688  -0.180  -1.336
H  -1.063  -4.037  -2.126
H  -0.543  3.573  4.411
H  -4.250  1.837  3.155
H  4.999  1.369  -2.806
H  -0.881  3.493  -5.254
H  -2.644  4.428  0.508
H  -3.427  -3.915  1.085
H  -2.576  -5.036  -2.156
H  -1.563  2.272  -0.126

Summary:
HOMO-LUMO gap (eV): 2.9
Energy (eV): -123359.60160
Energy above the lowest of the compared OMol25 structures with the same formula, charge and spin (kJ/mol): 68.2
E_HOMO (eV): 0.73
Net charge: -2